Record 1
DFT (the ωB97M-V functional and the def2-TZVPD basis) results for a cluster of 2 separate species, CH7N2O in total in a non-equilibrium geometry.

```
11
Properties=species:S:1:pos:R:3:forces:R:3
O 0.7698 1.3258 2.1389 0.8 0.2 0.2
N -0.1617 0.2825 -0.5681 0.4 -0.4 1.5
N -0.6759 -1.3848 -2.0723 -1.8 0.6 0.7
C -0.3269 -1.2271 -0.8913 0.0 1.3 -2.1
H -1.3131 -2.1730 -2.2157 1.3 -0.8 -0.5
H 0.6725 1.6795 3.0392 -0.5 -0.2 -0.3
H -0.1296 -1.9727 -0.1410 -0.2 0.3 0.9
H 0.4901 0.4865 0.1998 0.0 0.0 0.2
H -1.0699 0.5906 -0.2021 0.0 -0.2 0.1
H 1.7286 1.4461 2.0378 -0.2 -0.1 -0.2
H 0.0161 0.9465 -1.3253 0.2 -0.7 -0.6
```
Positions in Å, forces in eV/Å.

Values from the calculation:
spin multiplicity: 1
net charge: +1
DFT total energy: -6170.33939 eV
molar mass: 63.08 g mol⁻¹
HOMO-LUMO gap: 11.62 eV
HOMO energy: -15.742 eV

Results of the Mulliken charge analysis, in e, for atoms 1 through 6: -0.6777 -0.3449 -0.4485 0.0626 0.3080 0.3331

Record 2
DFT (the ωB97M-V functional and the def2-TZVPD basis) results for the ion CH7N2Si with charge +1 in a non-equilibrium geometry.

```
11
Properties=species:S:1:pos:R:3:forces:R:3
Si 1.1533 0.0704 -1.1499 0.3 -0.6 2.4
N -0.6059 -0.7910 1.3318 -1.7 2.8 -1.3
N -0.4721 0.6407 -0.5701 0.4 -0.4 0.5
C -0.9920 0.2289 0.5920 -0.8 1.2 -1.9
H -1.8832 0.8026 0.8967 0.4 -0.6 0.2
H -0.9433 1.3626 -1.1413 0.0 -0.5 1.1
H -1.0478 -0.8324 2.1954 -0.7 -0.5 1.8
H 0.1980 -1.2889 1.1926 2.4 -1.6 -0.5
H 2.0598 0.2310 0.0733 -0.6 0.0 -0.7
H 0.9333 -1.3688 -1.2616 0.1 -0.2 -0.6
H 1.5999 0.9449 -2.1589 0.1 0.5 -1.2
```
Positions in Å, forces in eV/Å.

Values from the calculation:
spin multiplicity: 1
SMILES: [NH2+]=CN[SiH3]
net charge: +1
DFT total energy: -12001.77770 eV
molar mass: 75.17 g mol⁻¹
HOMO-LUMO gap: 11.75 eV
HOMO energy: -15.746 eV

Results of the Mulliken charge analysis, in e, for atoms 1 through 6: 0.3165 -0.2614 -0.2210 0.2043 0.3149 0.3137

Record 3
DFT (the ωB97M-V functional and the def2-TZVPD basis) results for a cluster of 2 separate species, CH7N3 in total in a non-equilibrium geometry.

```
11
Properties=species:S:1:pos:R:3:forces:R:3
N -0.6124 -1.1234 2.1840 -2.9 4.1 -2.5
N -0.7486 0.7347 -1.2059 0.8 -1.1 1.5
N 1.5169 0.3438 -0.2470 -0.3 -1.1 -2.7
C 0.6675 0.5626 -1.2238 0.0 2.0 1.6
H 2.4715 0.2183 -0.7644 -2.1 0.5 1.5
H 1.0992 0.9815 -2.1285 -0.4 -0.6 -0.7
H -1.1916 1.3917 -1.7961 0.4 0.6 -1.2
H -0.0730 -0.5221 1.4819 -1.0 -1.2 1.3
H -1.6135 -1.2885 1.7980 2.7 0.0 0.9
H -1.4177 0.6118 -0.4315 1.5 -0.4 0.0
H -0.0983 -1.9104 2.3334 1.3 -2.9 0.3
```
Positions in Å, forces in eV/Å.

Values from the calculation:
spin multiplicity: 1
SMILES: [H]/N=C/N.N
DFT total energy: -5619.75662 eV
molar mass: 61.09 g mol⁻¹
HOMO-LUMO gap: 10.29 eV
HOMO energy: -9.421 eV

Results of the Mulliken charge analysis, in e, for atoms 1 through 6: -0.6979 -0.4054 -0.5938 0.0641 0.2490 0.2827

Record 4
DFT (the ωB97M-V functional and the def2-TZVPD basis) results for a cluster of 2 separate species, CH7N3 in total in a non-equilibrium geometry.

```
11
Properties=species:S:1:pos:R:3:forces:R:3
N 2.6942 -2.2775 -0.7958 -0.4 0.4 -0.6
N -2.3023 1.2158 0.0711 0.9 -0.9 1.6
N -0.0500 0.9047 0.1077 0.2 -0.1 0.5
C -1.2467 0.8508 0.7431 -1.5 1.6 -1.7
H 2.1830 -3.1378 -0.7205 -0.1 -0.1 0.3
H 0.7449 0.4137 0.4576 0.2 -0.1 -0.1
H -3.0352 1.1631 0.7753 -0.5 0.3 -0.4
H -0.0986 1.1575 -0.8659 0.1 -0.2 0.0
H 3.5649 -2.4391 -1.2667 0.3 0.0 0.1
H 2.8174 -1.8072 0.0824 0.1 -0.2 0.2
H -1.3177 0.7111 1.8185 0.6 -0.5 0.0
```
Positions in Å, forces in eV/Å.

Values from the calculation:
spin multiplicity: 1
SMILES: [H]/N=C/N.N
DFT total energy: -5620.53289 eV
molar mass: 61.09 g mol⁻¹
HOMO-LUMO gap: 9.84 eV
HOMO energy: -9.046 eV

Results of the Mulliken charge analysis, in e, for atoms 1 through 6: -0.6238 -0.6640 -0.4068 0.0959 0.2071 0.1960

Record 5
DFT (the ωB97M-V functional and the def2-TZVPD basis) results for a cluster of 2 separate species, CH7N3O in total in a non-equilibrium geometry.

```
12
Properties=species:S:1:pos:R:3:forces:R:3
O 0.9293 -0.2499 0.9936 -0.2 -1.6 -1.3
N -0.3064 -0.4195 -0.9513 -0.3 -0.5 1.1
N 0.5828 -2.3451 0.0297 1.3 1.6 1.6
N -0.5411 2.3233 0.2976 0.6 -0.6 1.0
C 0.3835 -0.9195 0.1031 -0.4 0.7 -0.3
H 1.4034 -2.6199 0.6046 -0.9 -0.2 -0.1
H -1.2507 1.8606 0.8759 0.4 0.2 -0.1
H -0.4481 0.5880 -0.8938 -0.1 0.5 -0.1
H -1.1020 -0.9625 -1.2955 0.6 0.0 -0.2
H 0.3942 2.1153 0.7046 -1.1 0.3 -0.2
H -0.6928 3.3218 0.4380 0.0 -0.1 -0.5
H 0.6477 -2.6928 -0.9064 0.0 -0.4 -0.8
```
Positions in Å, forces in eV/Å.

Values from the calculation:
spin multiplicity: 2
net charge: +1
DFT total energy: -7659.34799 eV
molar mass: 77.09 g mol⁻¹
HOMO-LUMO gap (alpha / beta): 11.36 / 4.28 eV
expectation value of S²: 0.76
HOMO energy (alpha / beta): -15.130 / -14.516 eV

Results of the Mulliken charge analysis, in e, for atoms 1 through 6: -0.3192 -0.3536 -0.2705 -0.7430 0.5800 0.3432

Record 6
DFT (the ωB97M-V functional and the def2-TZVPD basis) results for a cluster of 2 separate species, CH7N3S in total in a non-equilibrium geometry.

```
12
Properties=species:S:1:pos:R:3:forces:R:3
S -0.5006 -0.8867 -2.6168 -0.2 0.5 -2.0
N -0.1893 1.5024 1.1869 0.9 2.2 0.3
N -1.1134 -0.2332 0.2024 -5.0 -0.1 -1.1
N -0.1233 0.4293 0.5274 -0.2 -0.8 2.2
C 1.0812 -0.3179 0.2567 1.4 0.1 -2.0
H 0.8668 -1.3473 -0.0838 -0.3 1.0 -0.3
H 1.4692 0.3459 -0.5670 0.7 -1.3 0.8
H -0.8179 -0.7367 -3.9829 0.5 -0.2 1.4
H -2.0439 0.3811 0.3135 2.7 -1.4 0.1
H 0.7426 1.9478 1.2882 -0.5 -0.7 -0.2
H 1.7322 -0.5071 1.0930 0.2 1.0 0.5
H -1.5835 -1.6260 -2.4487 -0.4 -0.2 0.3
```
Positions in Å, forces in eV/Å.

Values from the calculation:
spin multiplicity: 1
DFT total energy: -16452.65683 eV
molar mass: 93.15 g mol⁻¹
HOMO-LUMO gap: 9.52 eV
HOMO energy: -8.690 eV

Results of the Mulliken charge analysis, in e, for atoms 1 through 6: -0.2846 -0.8265 -0.8441 1.0849 -0.8580 0.2852

Record 7
DFT (the ωB97M-V functional and the def2-TZVPD basis) results for a cluster of 2 separate species, CH7N3S2 in total in a non-equilibrium geometry.

```
13
Properties=species:S:1:pos:R:3:forces:R:3
S 3.1906 1.0763 -0.5646 -0.7 1.1 0.2
S 2.4102 -0.6257 -1.4069 0.0 0.0 -0.5
N -1.1262 -1.3382 0.7988 -0.3 -1.2 -0.4
N -0.7103 0.8165 1.5060 1.4 -0.4 -0.8
N -0.8344 0.3812 -0.8435 -0.9 0.1 1.1
C -0.8993 -0.0173 0.5248 0.1 1.0 1.5
H 1.1847 -0.5744 -0.8748 0.0 -0.1 0.2
H -1.1520 -2.0518 0.0861 0.0 0.3 -0.1
H -1.6445 -1.5762 1.6441 0.5 0.4 -0.5
H 2.2203 2.0362 -0.8843 0.9 -1.0 0.0
H -1.6354 0.1095 -1.3990 0.0 -0.5 0.0
H -0.1941 0.3702 2.3156 -1.5 0.3 -1.1
H -0.8094 1.3936 -0.9022 0.4 0.0 0.3
```
Positions in Å, forces in eV/Å.

Values from the calculation:
spin multiplicity: 1
SMILES: N=C(N)N.SS
DFT total energy: -27290.96852 eV
molar mass: 125.22 g mol⁻¹
HOMO-LUMO gap: 9.00 eV
HOMO energy: -8.567 eV

Results of the Mulliken charge analysis, in e, for atoms 1 through 6: -0.1881 -0.1463 -0.4095 -0.7437 -0.4807 0.5407

Record 8
DFT (the ωB97M-V functional and the def2-TZVPD basis) results for a cluster of 2 separate species, CH7N3SSi in total in a non-equilibrium geometry.

```
13
Properties=species:S:1:pos:R:3:forces:R:3
S -3.1167 -0.0388 -0.1472 -0.5 0.0 -0.4
Si 2.4863 -0.2274 -0.0262 -1.3 1.5 -0.1
N -0.6866 -1.1917 0.1035 2.5 -1.9 -0.5
N 1.9474 1.3010 -0.3930 0.9 -3.2 2.4
N -0.7967 1.0770 0.2737 -0.5 -1.2 -0.7
C -1.3250 -0.1339 0.0094 -1.3 0.7 1.1
H -1.0303 -2.0793 -0.2383 -0.6 0.4 0.1
H 1.9997 -1.0867 1.1973 0.8 1.2 -1.0
H 1.5881 1.5006 -1.2874 0.1 0.6 -1.4
H 3.5910 -0.8838 -0.7906 -0.3 -0.1 0.2
H 0.1472 1.2403 0.5087 1.5 -0.2 -0.2
H -1.4102 1.7893 0.4546 -1.6 1.9 0.5
H -3.3943 -1.2666 0.3354 0.3 0.2 -0.1
```
Positions in Å, forces in eV/Å.

Values from the calculation:
spin multiplicity: 1
SMILES: [H]/N=C(/N)S.N=[SiH2]
DFT total energy: -24331.51630 eV
molar mass: 121.24 g mol⁻¹
HOMO-LUMO gap: 8.77 eV
HOMO energy: -8.963 eV

Results of the Mulliken charge analysis, in e, for atoms 1 through 6: -0.3144 0.4224 -0.5447 -0.6661 -0.3528 0.5989

Record 9
DFT (the ωB97M-V functional and the def2-TZVPD basis) results for a cluster of 2 separate species, CH7N4 in total in a non-equilibrium geometry.

```
12
Properties=species:S:1:pos:R:3:forces:R:3
N -1.5653 0.2440 -0.3242 0.2 -3.9 1.5
N 1.7949 1.3371 -0.2106 1.2 0.7 -0.5
N -0.7324 -0.2595 0.5878 1.2 2.6 -0.9
N -0.7635 -1.5211 0.7441 -2.3 -0.2 -0.6
C 1.4242 0.1562 -0.5554 -1.2 -0.8 -0.4
H -2.2835 -0.4443 -0.5019 -0.6 0.5 -1.0
H -0.1884 -1.8946 1.4980 -0.4 0.0 -0.3
H 1.0692 2.0201 0.0378 0.3 -0.6 0.4
H -1.8286 1.1881 -0.3080 0.0 1.4 0.5
H -1.6393 -1.9703 0.3662 1.6 -0.4 0.6
H 1.9853 -0.6764 -1.0773 0.7 1.6 0.9
H 2.7273 1.8208 -0.2565 -0.7 -0.9 -0.3
```
Positions in Å, forces in eV/Å.

Values from the calculation:
spin multiplicity: 1
net charge: +1
DFT total energy: -7099.33076 eV
molar mass: 75.09 g mol⁻¹
HOMO-LUMO gap (alpha / beta): 7.25 / 7.25 eV
HOMO energy (alpha / beta): -11.843 / -11.841 eV

Results of the Mulliken charge analysis, in e, for atoms 1 through 6: -0.2173 -0.2592 0.1872 -0.2651 -0.2209 0.2358

Record 10
DFT (the ωB97M-V functional and the def2-TZVPD basis) results for the ion CH7N4 with charge +1 in a non-equilibrium geometry.

```
12
Properties=species:S:1:pos:R:3:forces:R:3
N -0.5413 1.0945 0.7202 0.0 0.7 0.0
N 1.3638 1.2652 -0.6689 -1.0 -5.3 -0.9
N -0.6687 -1.6497 -0.0100 0.9 -0.1 2.5
N 0.2686 -0.6922 -0.5302 1.1 -0.5 -0.6
C 0.3262 0.5603 -0.1122 0.5 -2.0 -1.3
H 1.3846 2.2370 -0.6154 0.4 1.6 -0.6
H -0.9843 -1.4813 1.0846 0.4 -0.8 -3.5
H -0.2251 1.9860 0.9856 -0.4 1.3 1.2
H 1.7127 0.5411 -1.4224 -0.1 3.0 1.5
H -0.1970 -2.6094 -0.0588 -0.3 1.6 0.5
H -1.3837 -1.7757 -0.7231 -1.0 0.4 0.5
H -1.0559 0.5243 1.3507 -0.4 0.1 0.5
```
Positions in Å, forces in eV/Å.

Values from the calculation:
spin multiplicity: 1
SMILES: NC(N)=N[NH3+]
net charge: +1
DFT total energy: -7102.73585 eV
molar mass: 75.09 g mol⁻¹
HOMO-LUMO gap: 9.96 eV
HOMO energy: -13.981 eV

Results of the Mulliken charge analysis, in e, for atoms 1 through 6: -0.3552 -0.4104 -0.2591 -0.6378 0.6386 0.2156

Record 11
DFT (the ωB97M-V functional and the def2-TZVPD basis) results for an isolated molecule of CH7N4O4P in a non-equilibrium geometry.

```
17
Properties=species:S:1:pos:R:3:forces:R:3
P 0.9117 0.3787 -1.1274 -0.5 -0.7 -1.3
O 1.7867 -0.7747 -1.1144 0.3 -1.4 0.1
O 1.3384 1.7251 -0.8311 0.4 2.5 -0.3
O 0.4034 0.2767 3.0202 -0.7 0.4 -1.3
O -0.3400 0.3267 -2.2417 5.6 -7.3 0.5
N -1.0809 1.6222 -2.1521 -3.4 6.6 0.5
N -0.3289 -2.1746 0.4884 0.8 0.1 -0.1
N 0.2474 -0.9222 2.3152 1.3 -0.2 2.8
N -0.3238 0.2620 0.2244 0.8 -2.4 2.8
C -0.0843 -0.9561 1.1305 -1.3 0.4 -2.8
H -1.6083 1.7071 -2.9873 -0.8 1.0 -0.4
H -0.0258 -2.9573 1.1267 -0.3 1.2 -1.3
H -0.5254 2.2796 -1.6015 -0.5 0.8 -0.4
H 0.1231 -2.1578 -0.4649 -0.4 -0.4 1.4
H -0.3952 1.0617 0.8347 0.5 0.6 0.1
H 1.0367 0.0854 3.7191 -0.1 -0.4 -0.1
H -1.1347 0.2176 -0.3387 -1.7 -0.7 -0.1
```
Positions in Å, forces in eV/Å.

Values from the calculation:
spin multiplicity: 3
DFT total energy: -24583.60254 eV
molar mass: 170.07 g mol⁻¹
HOMO-LUMO gap (alpha / beta): 5.65 / 7.99 eV
expectation value of S²: 2.01
HOMO energy (alpha / beta): -5.249 / -9.948 eV

Results of the Mulliken charge analysis, in e, for atoms 1 through 6: 0.6849 -0.6194 -0.6829 -0.3727 -0.3049 -0.4664

Record 12
DFT (the ωB97M-V functional and the def2-TZVPD basis) results for the ion CH7N6 with charge +1 in a non-equilibrium geometry.

```
14
Properties=species:S:1:pos:R:3:forces:R:3
N 0.8579 0.8351 1.3664 2.1 1.4 -0.7
N -1.9593 -0.9660 -1.0290 -1.5 0.6 -0.1
N -1.1890 0.0951 -1.5352 0.2 -0.3 -1.6
N 0.1152 0.1947 0.4413 -1.9 -1.5 -1.1
N 2.8720 -0.7054 0.9192 0.0 0.0 0.1
N 2.4056 0.0607 1.6251 -0.5 0.1 -0.4
C -0.2436 0.6456 -0.7877 -1.1 -2.3 2.4
H -2.9664 -0.8435 -1.2923 1.3 0.3 0.5
H -1.2194 0.3700 -2.5832 0.0 -0.6 2.4
H 2.7296 0.5521 2.4815 0.0 -0.1 -0.2
H -1.7119 -1.8596 -1.4034 0.7 -0.5 -0.4
H 0.0909 1.5043 -1.2260 1.7 2.3 -0.5
H 0.5225 0.8382 2.3110 -1.1 -0.3 0.2
H -0.3041 -0.7212 0.7124 0.2 0.9 -0.5
```
Positions in Å, forces in eV/Å.

Values from the calculation:
spin multiplicity: 1
net charge: +1
DFT total energy: -10079.72024 eV
molar mass: 103.11 g mol⁻¹
HOMO-LUMO gap: 8.81 eV
HOMO energy: -12.708 eV

Results of the Mulliken charge analysis, in e, for atoms 1 through 6: -0.8134 -0.5973 0.0037 0.1880 -0.4119 0.3498